ORCA calculation (ωB97M-V with the def2-TZVPD basis set) on 3 unconnected molecules or ions with the total composition C27H58BClN9O8P3.

Geometry (Å):
C1 -5.991997 -4.364083 3.288324
C2 -6.337035 -4.220300 4.766676
N1 -6.344900 -2.831267 5.297881
C3 -6.110615 -1.798874 4.362376
C4 -7.209252 -1.220632 3.641922
P1 -8.922467 -1.727607 3.891340
O1 -9.674486 -1.942803 2.648782
O2 -9.560115 -0.515488 4.740829
O3 -9.041210 -2.989792 4.849251
C5 -6.956028 -0.230729 2.714122
C6 -8.057483 0.393486 1.899360
C7 -5.624356 0.202958 2.482328
N2 -5.407399 1.157041 1.528027
C8 -4.173596 1.526673 1.330465
C9 -3.892557 2.530015 0.252814
B1 -3.807138 1.793028 -1.161682
O4 -3.219249 2.425607 -2.212376
O5 -4.321735 0.516010 -1.357148
C10 -3.093200 0.980754 2.112744
C11 -1.683237 1.451589 1.822416
C12 -0.620501 0.885901 2.752435
C13 -0.238461 -0.548042 2.415650
O6 0.894329 -0.526154 1.523531
N3 -3.263201 0.072167 3.031113
C14 -4.553862 -0.336310 3.205291
C15 -4.838651 -1.344966 4.146335
Cl1 -3.522205 -2.033213 5.044446
H1 -4.974411 -4.021610 3.091449
H2 -5.991057 -5.431389 3.055333
H3 -6.703278 -3.881132 2.619248
H4 -7.286287 -4.722826 4.948614
H5 -5.563377 -4.761675 5.316801
H6 -5.661557 -2.785142 6.038433
H7 -10.445447 -0.344952 4.391546
H8 -9.166677 -2.697285 5.761488
H9 -8.256809 -0.267811 1.052373
H10 -8.982819 0.484371 2.458003
H11 -7.743633 1.345073 1.483340
H12 -2.952966 3.050228 0.408664
H13 -4.718292 3.242683 0.192884
H14 -2.850413 1.758239 -2.809076
H15 -3.846428 -0.167365 -0.875849
H16 -1.658778 2.539820 1.802421
H17 -1.439306 1.079825 0.817091
H18 -0.863946 0.991028 3.809421
H19 0.283520 1.481847 2.597093
H20 -1.042152 -1.096634 1.922009
H21 0.062312 -1.089538 3.314758
H22 0.713355 -1.104519 0.779179
O7 -0.398167 0.944574 -4.461311
P2 0.908797 1.473982 -4.969578
N4 1.510235 0.097827 -5.810014
C16 2.909518 -0.254845 -5.958180
C17 0.712254 -0.291417 -6.972752
N5 1.653146 1.589132 -3.411045
C18 3.008749 1.148351 -3.117515
C19 0.800193 1.311363 -2.261622
N6 2.066446 2.606993 -5.580145
C20 1.965056 3.947201 -4.939096
C21 1.948363 2.867611 -7.036911
H23 3.491420 0.431781 -6.590024
H24 2.980190 -1.245976 -6.409573
H25 3.412074 -0.329257 -5.001059
H26 0.748071 0.435577 -7.795609
H27 -0.333988 -0.409076 -6.687364
H28 1.050864 -1.250110 -7.365105
H29 3.072977 0.056008 -3.028091
H30 3.344360 1.570203 -2.167080
H31 3.720850 1.494584 -3.864620
H32 0.609867 0.234526 -2.149372
H33 -0.153077 1.824879 -2.341285
H34 1.271297 1.667840 -1.341753
H35 0.989902 4.412108 -5.110395
H36 2.736853 4.598582 -5.349385
H37 2.131330 3.884113 -3.869415
H38 0.933195 3.140154 -7.336605
H39 2.262725 2.003132 -7.619370
H40 2.616210 3.680498 -7.316468
O8 5.600515 0.903788 -0.861387
P3 5.949736 -0.092145 0.185625
N7 5.635190 0.759001 1.635935
C22 6.251904 0.491046 2.919566
C23 4.255542 1.231822 1.758210
N8 7.630196 -0.256495 -0.088518
C24 8.614123 -0.369186 0.972233
C25 8.191414 0.509196 -1.196868
N9 5.838087 -1.690773 0.817139
C26 6.226280 -2.731432 -0.170712
C27 4.476565 -2.062844 1.272049
H41 5.963686 -0.468833 3.373328
H42 5.970824 1.277174 3.622168
H43 7.334925 0.519240 2.862962
H44 3.526149 0.420392 1.862483
H45 3.975875 1.802411 0.871937
H46 4.142260 1.896793 2.614759
H47 8.825331 0.599067 1.442810
H48 9.556465 -0.745037 0.563984
H49 8.309041 -1.085432 1.734307
H50 8.302255 1.572401 -0.952604
H51 7.577245 0.423193 -2.087453
H52 9.177373 0.111160 -1.449128
H53 5.578965 -2.723266 -1.053319
H54 6.159584 -3.713137 0.298751
H55 7.251972 -2.600044 -0.498616
H56 3.712191 -1.880628 0.511455
H57 4.199238 -1.523763 2.175667
H58 4.456411 -3.120212 1.531500

Cartesian forces, eV/Å:
C 0.2 -0.3 0.1
C 0.2 -0.2 -0.2
N -0.1 -0.2 0.1
C -0.5 -0.2 0.2
C 0.8 -0.2 0.3
P -0.7 0.1 -0.8
O 0.3 -0.2 -0.1
O 0.2 -0.1 0.3
O -0.1 0.4 0.2
C -0.7 0.1 -0.1
C 0.2 -0.2 -0.3
C 0.0 0.2 -0.2
N 0.3 -0.1 0.3
C -0.2 0.3 0.2
C -0.1 -0.5 -0.3
B -0.1 -0.1 0.0
O 0.4 -0.1 0.3
O 0.7 0.0 -0.2
C 0.6 0.1 -0.1
C -0.2 -0.6 0.2
C 0.3 0.2 0.0
C 0.5 -0.1 -0.1
O -0.1 0.1 -0.1
N -0.6 0.3 -0.5
C 0.1 -0.2 0.4
C 0.2 0.1 0.1
Cl 0.1 0.0 0.0
H -0.1 0.2 -0.1
H -0.1 0.0 0.0
H 0.0 0.1 0.0
H -0.1 0.2 0.1
H -0.1 -0.1 0.1
H 0.1 0.1 -0.1
H 0.0 0.0 0.0
H 0.3 -0.2 0.1
H -0.1 0.0 0.0
H 0.0 0.1 0.0
H 0.0 0.1 0.2
H -0.1 0.3 0.0
H 0.1 0.1 0.1
H -0.3 0.2 -0.4
H -0.4 -0.1 0.2
H 0.1 0.0 0.0
H 0.0 0.4 -0.1
H -0.3 -0.1 -0.1
H 0.0 -0.1 0.1
H -0.2 0.1 0.3
H -0.1 0.0 0.0
H 0.0 0.0 0.0
O -1.7 2.3 -2.4
P 4.2 -4.1 4.1
N -0.4 0.2 -0.6
C 0.4 0.3 -0.1
C -0.5 0.0 0.1
N -0.1 -0.2 0.1
C 0.2 0.5 0.0
C -0.1 -0.1 0.0
N -2.6 1.7 -1.0
C 0.3 0.1 0.3
C 0.3 -0.5 -0.3
H 0.0 0.0 0.0
H -0.2 0.0 -0.1
H -0.1 0.1 0.0
H 0.1 -0.1 -0.1
H 0.0 0.1 0.1
H 0.1 0.0 0.1
H 0.0 0.0 0.0
H 0.0 -0.1 0.0
H -0.1 -0.1 -0.1
H -0.1 0.0 0.1
H 0.0 -0.1 -0.1
H 0.2 0.0 -0.1
H 0.0 0.1 -0.1
H 0.0 -0.1 -0.1
H -0.1 -0.2 0.0
H 0.0 0.1 0.0
H -0.1 -0.1 0.1
H 0.0 0.0 0.1
O -2.1 -1.8 -0.7
P 4.3 2.0 2.7
N -0.4 0.0 -0.2
C 0.1 -0.4 0.2
C -0.3 0.2 -0.4
N 0.1 0.4 -0.1
C 0.0 -0.5 0.1
C -0.1 0.1 -0.1
N -1.8 -0.3 -2.1
C 0.4 -0.1 0.0
C 0.0 0.2 0.6
H 0.0 0.0 0.0
H -0.1 0.0 -0.1
H 0.0 -0.1 -0.1
H -0.1 0.1 0.1
H 0.1 0.0 0.0
H 0.2 0.0 0.1
H 0.0 0.0 0.0
H 0.0 0.0 -0.1
H -0.1 0.1 0.0
H 0.0 0.0 -0.1
H -0.1 0.1 0.1
H 0.0 -0.1 0.1
H -0.1 -0.1 0.0
H -0.1 0.0 0.1
H 0.0 0.2 0.0
H 0.0 -0.1 0.0
H 0.1 0.1 -0.1
H 0.1 0.0 -0.1

Calculated values
HOMO-LUMO gap: 8.025 eV
E: -99801.3160 eV
HOMO level: -8.31 eV
SMILES: CCNc1c(P(=O)(O)O)c(C)c2nc(CB(O)O)c(CCCO)nc2c1Cl.CN(C)P(=O)(N(C)C)N(C)C.CN(C)P(=O)(N(C)C)N(C)C
M: 776.003 g/mol
lowest unoccupied orbital energy: -0.0104 Eh

---

ORCA calculation (ωB97M-V with the def2-TZVPD basis set) on a molecular structure, C27H58ClNP2SiSm.

Geometry (Å):
Sm1 0.401577 -0.427291 -0.480800
Cl1 0.713526 0.295973 -2.988288
P1 -0.486364 -3.059287 -1.310881
C1 0.548044 -3.766893 -2.695448
C2 -0.279807 -4.145978 0.202206
C3 -2.231972 -3.090012 -1.932395
C4 1.940550 -3.120496 -2.801259
H1 -0.026767 -3.454581 -3.587081
C5 0.647783 -5.294612 -2.684278
H2 1.220652 -5.668994 -1.825232
H3 1.175611 -5.610696 -3.594511
H4 -0.335636 -5.774574 -2.692127
H5 1.873344 -2.039067 -2.980274
H6 2.480124 -3.564843 -3.651894
H7 2.546879 -3.274937 -1.898423
H8 -2.120361 -2.488591 -2.854351
C6 -3.295082 -2.389873 -1.061786
C7 -2.666469 -4.504906 -2.313353
H9 -2.147190 -4.860576 -3.207336
H10 -3.742041 -4.497025 -2.536169
H11 -2.504731 -5.218126 -1.491577
H12 -2.909648 -1.547498 -0.475853
H13 -3.801156 -3.094241 -0.381371
H14 -4.066638 -1.983502 -1.734459
C8 1.178667 -4.104205 0.679860
H15 -0.528150 -5.167181 -0.139564
C9 -1.252533 -3.732864 1.321184
H16 1.861164 -4.578040 -0.034593
H17 1.282685 -4.625755 1.642462
H18 1.522085 -3.069762 0.841828
H19 -1.081001 -2.694977 1.658518
H20 -1.101125 -4.389924 2.192356
H21 -2.299739 -3.830493 1.009694
H22 2.107117 -1.239783 -0.525194
H23 -1.402719 0.053853 -0.873913
P2 0.300358 3.297840 -1.306507
C10 -0.907697 3.938363 -2.545249
C11 0.251521 4.287496 0.248478
C12 1.958458 3.389946 -2.114945
C13 -2.193656 3.089872 -2.496299
H24 -0.399073 3.730115 -3.503908
C14 -1.176494 5.440490 -2.452073
H25 -1.665652 5.717372 -1.511559
H26 -1.841269 5.726433 -3.275977
H27 -0.255871 6.030189 -2.541184
H28 -1.964171 2.025088 -2.662162
H29 -2.863610 3.444346 -3.290271
H30 -2.712294 3.190093 -1.529205
H31 1.731896 2.931586 -3.093032
C15 3.022002 2.494132 -1.443865
C16 2.442555 4.818355 -2.347522
H32 1.851271 5.319241 -3.117477
H33 3.489025 4.798280 -2.677406
H34 2.395455 5.433582 -1.440529
H35 2.600744 1.677221 -0.837305
H36 3.709961 3.084920 -0.813775
H37 3.604659 2.011644 -2.244883
C17 -1.092528 4.085575 0.971147
H38 0.368272 5.338402 -0.071274
C18 1.399867 3.882449 1.179726
H39 -1.948506 4.409396 0.370429
H40 -1.083726 4.661578 1.907743
H41 -1.244639 3.029524 1.245428
H42 1.296885 2.825900 1.478275
H43 1.359937 4.483482 2.100414
H44 2.384614 4.016099 0.719383
C19 3.258118 -0.037689 1.695337
Si1 1.731156 -0.184744 2.797464
C20 1.818904 -1.837779 3.683463
C21 1.915860 1.189762 4.054247
N1 0.211228 0.023652 1.917689
C22 -0.989626 0.098864 2.608505
C23 -2.199485 0.428891 1.927646
C24 -3.442605 0.252377 2.528294
C25 -3.532023 -0.094747 3.883949
C26 -2.353828 -0.292062 4.619276
C27 -1.105455 -0.185045 4.005269
H45 4.131225 -0.034973 2.369155
H46 3.269140 0.900965 1.121195
H47 3.386068 -0.885681 1.010649
H48 2.533074 -1.754918 4.516052
H49 0.852875 -2.139493 4.105986
H50 2.163150 -2.642904 3.023070
H51 2.170462 2.135696 3.561444
H52 1.001143 1.350358 4.635191
H53 2.723193 0.929878 4.752352
H54 -2.135664 0.802124 0.909107
H55 -4.340176 0.417002 1.931796
H56 -4.502347 -0.191898 4.358952
H57 -2.401164 -0.539081 5.686736
H58 -0.202217 -0.357815 4.596898

Cartesian forces, eV/Å:
Sm -0.4 2.4 0.8
Cl 0.2 0.1 -0.8
P 0.5 0.9 0.7
C -0.3 -0.1 0.0
C -0.4 -0.5 -0.6
C 0.2 -0.3 -0.1
C 0.1 0.0 -0.1
H 0.2 -0.1 0.2
C 0.1 -0.1 -0.3
H -0.2 0.1 -0.2
H 0.0 -0.1 0.2
H 0.2 0.0 0.1
H 0.0 -0.3 0.2
H -0.1 0.0 0.1
H -0.2 0.1 -0.2
H 0.0 -0.2 0.3
C -0.2 -0.1 0.1
C -0.5 0.0 -0.1
H 0.0 0.0 0.2
H 0.1 -0.1 0.0
H 0.0 0.2 -0.2
H 0.1 -0.2 -0.2
H 0.2 0.1 -0.2
H 0.2 -0.1 0.2
C 0.0 0.1 0.2
H 0.1 0.1 0.4
C 0.1 0.0 0.0
H -0.1 0.2 0.1
H -0.1 0.0 -0.2
H -0.1 -0.3 -0.2
H -0.1 -0.3 -0.1
H 0.0 0.2 -0.2
H 0.3 0.1 0.1
H 1.8 -1.3 -0.1
H -1.9 -0.1 -0.6
P -0.2 -2.7 0.9
C 0.3 0.2 0.1
C 0.1 0.8 -0.5
C -0.3 0.4 -0.1
C 0.2 0.1 -0.1
H -0.2 0.0 0.2
C -0.1 0.0 -0.3
H 0.0 -0.1 -0.1
H 0.0 0.1 0.1
H -0.2 -0.1 0.0
H -0.1 0.4 0.2
H -0.1 -0.1 0.1
H 0.2 -0.1 -0.3
H 0.0 0.1 0.4
C 0.1 0.0 -0.2
C 0.5 0.0 -0.1
H 0.0 0.0 0.0
H -0.1 0.2 -0.1
H 0.0 -0.1 0.0
H 0.1 0.4 -0.2
H -0.3 -0.2 -0.2
H 0.0 0.1 0.4
C 0.2 0.0 0.0
H -0.1 0.0 0.6
C 0.0 -0.1 0.0
H 0.1 0.0 0.1
H -0.1 0.0 -0.2
H 0.1 0.3 -0.2
H 0.0 0.2 -0.2
H 0.0 -0.1 -0.2
H -0.2 0.0 0.1
C 0.1 -0.2 0.2
Si -1.0 0.4 -0.7
C 0.2 -0.3 0.3
C 0.1 0.2 0.4
N 0.8 0.0 0.3
C 0.2 -0.1 0.2
C 0.1 -0.2 0.4
C 0.5 0.2 0.4
C 0.2 -0.1 0.0
C -0.1 0.2 -0.3
C -0.3 -0.1 -0.3
H -0.2 0.2 0.0
H 0.0 -0.3 0.1
H -0.1 0.4 0.1
H -0.1 -0.1 -0.1
H 0.2 0.0 -0.1
H 0.0 0.2 0.1
H 0.0 -0.1 0.1
H 0.2 0.0 -0.1
H -0.1 0.2 0.0
H 0.0 -0.3 0.0
H 0.1 0.1 0.2
H 0.1 -0.1 0.0
H 0.0 0.1 -0.4
H -0.5 0.0 -0.2

Calculated values
HOMO-LUMO gap (spin up / spin down): 6.328 / 6.201 eV
E: -87314.2750 eV
total charge: -1
HOMO level (spin up / spin down): -3.66 / -3.53 eV
M: 672.615 g/mol
2S+1: 6
lowest unoccupied orbital energy (spin up / spin down): 0.0982 / 0.0982 Eh